# 1
Computed, not measured: a cluster of 2 separate species, C8H10N2OS in total at a distorted geometry, with the ωB97M-V functional and the def2-TZVPD basis.

Element x y z (Å)
C 3.335 -0.276 -0.051
C 2.425 -0.670 0.976
C 2.924 0.334 -1.188
C 1.152 -0.063 0.980
C 1.627 0.969 -1.179
C 0.757 0.791 -0.103
C -3.084 -0.520 -1.356
C -0.451 1.533 -0.198
N -2.710 -0.219 -0.155
N -1.792 -0.775 0.509
O -1.101 1.808 -1.170
S -1.035 2.256 1.395
H 4.468 -0.553 -0.037
H 2.730 -1.277 1.809
H 3.718 0.432 -1.827
H 0.500 -0.264 1.763
H 1.309 1.715 -1.840
H -2.676 -1.219 -1.980
H -3.798 0.075 -1.944
H -3.097 0.599 0.251
H -1.507 -1.686 -0.121
H 0.195 2.568 1.684

Values from the calculation:
E_tot ... -24317.0534 eV
Orbital gap ... 8.06 eV
Highest occupied orbital energy ... -0.2871 Ha
Total charge ... 0
Energy relative to the best compared isomer or geometry (same formula, charge and spin) ... 367.6 kJ/mol

Atom charges from the Mulliken analysis, given in e for atoms 1 to 6: atom 1 (C): -0.21, atom 2 (C): -0.69, atom 3 (C): -0.69, atom 4 (C): -0.14, atom 5 (C): -0.42, atom 6 (C): 0.28

---

# 2
Computed, not measured: the ion C8H10N3 with charge +1 at a distorted geometry, with the ωB97M-V functional and the def2-TZVPD basis.

Element x y z (Å)
C -2.499 -0.262 -1.350
C -2.340 0.914 -0.628
C -1.471 -1.187 -1.410
C -1.165 1.171 0.036
C -0.293 -0.969 -0.721
C -0.114 0.219 0.036
C 0.864 -1.962 -0.842
C 1.072 0.406 0.729
N 1.829 -1.918 0.171
N 1.903 1.070 1.422
N 1.853 2.381 1.859
H -3.425 -0.453 -1.866
H -3.144 1.632 -0.599
H -1.585 -2.091 -1.988
H -1.033 2.097 0.574
H 0.404 -2.960 -0.908
H 1.356 -1.727 -1.798
H 1.478 -2.321 1.041
H 2.807 0.626 1.599
H 2.564 2.592 2.547
H 0.936 2.740 2.096

Values from the calculation:
E_tot ... -12916.8050 eV
Orbital gap (spin up / spin down) ... 7.72 / 7.73 eV
Highest occupied orbital energy (spin up / spin down) ... -0.4870 / -0.4871 Ha
Total charge ... +1
Energy relative to the best compared isomer or geometry (same formula, charge and spin) ... 377.5 kJ/mol

Atom charges from the Mulliken analysis, given in e for atoms 1 to 6: atom 1 (C): -0.47, atom 2 (C): -0.72, atom 3 (C): -0.62, atom 4 (C): -0.59, atom 5 (C): 0.69, atom 6 (C): 1.05

---

# 3
Computed, not measured: an isolated molecule of C8H10N4S2 at a distorted geometry, with the ωB97M-V functional and the def2-TZVPD basis.

Element x y z (Å)
C 0.838 0.549 1.270
C 2.350 0.528 0.996
C 0.319 -0.751 0.974
C 2.274 -1.547 0.098
C -2.136 -0.129 -1.258
C -2.775 -1.424 -0.824
C -3.022 -0.212 -0.088
C 3.051 1.795 1.394
N 2.963 -0.410 0.454
N 1.016 -1.723 0.406
N 0.162 1.561 1.417
N 2.977 -2.439 -0.681
S -1.029 -1.298 1.936
S -2.420 0.119 1.606
H -1.057 -0.070 -0.982
H -2.504 0.437 -2.128
H -3.428 -1.892 -1.523
H -2.202 -2.167 -0.412
H -4.108 0.339 -0.149
H 2.106 2.520 1.373
H 3.313 1.723 2.483
H 3.841 2.127 0.682
H 3.679 -2.013 -1.236
H 2.349 -2.978 -1.238

Values from the calculation:
E_tot ... -36084.7110 eV
Orbital gap (spin up / spin down) ... 6.76 / 6.67 eV
Highest occupied orbital energy (spin up / spin down) ... -0.2981 / -0.2664 Ha
Total charge ... 0
Energy relative to the best compared isomer or geometry (same formula, charge and spin) ... 436.1 kJ/mol

Atom charges from the Mulliken analysis, given in e for atoms 1 to 6: atom 1 (C): 1.14, atom 2 (C): 0.48, atom 3 (C): -0.03, atom 4 (C): 0.31, atom 5 (C): -0.27, atom 6 (C): -0.70

---

# 4
Computed, not measured: the ion C8H10N5 with charge +1 at a distorted geometry, with the ωB97M-V functional and the def2-TZVPD basis.

Element x y z (Å)
C -2.017 -1.142 0.407
N -1.495 0.149 0.029
C -1.303 0.542 -1.352
C -0.187 0.449 -0.391
N 0.282 1.719 0.323
N 1.516 1.426 0.937
C 1.977 0.316 0.535
C 3.306 -0.197 0.935
C 4.183 -0.044 -0.218
N 4.813 0.096 -1.156
C 1.077 -0.407 -0.453
C 0.917 -1.801 -0.079
N 0.852 -2.896 0.234
H -3.102 -1.056 0.423
H -1.732 -1.944 -0.280
H -1.671 -1.382 1.413
H -1.706 1.504 -1.641
H -1.363 -0.222 -2.122
H -0.426 1.990 1.028
H 0.403 2.529 -0.307
H 3.707 0.383 1.771
H 3.265 -1.260 1.196
H 1.529 -0.385 -1.456

Values from the calculation:
E_tot ... -15898.4835 eV
Orbital gap ... 10.39 eV
Highest occupied orbital energy ... -0.5299 Ha
Total charge ... +1
Structure (SMILES) ... CN1C[C@@]12[NH2+]N=C(CC#N)[C@H]2C#N
Energy relative to the best compared isomer or geometry (same formula, charge and spin) ... 297.9 kJ/mol

Atom charges from the Mulliken analysis, given in e for atoms 1 to 6: atom 1 (C): -0.94, atom 2 (N): -0.36, atom 3 (C): -0.65, atom 4 (C): -0.08, atom 5 (N): 0.38, atom 6 (N): -0.81

---

# 5
Computed, not measured: the ion C8H10NO with charge +1 at a distorted geometry, with the ωB97M-V functional and the def2-TZVPD basis.

Element x y z (Å)
C 1.184 0.570 0.025
C 2.354 -0.323 0.263
C -2.147 -0.964 0.142
C -0.142 -0.084 -0.530
C -0.271 -1.529 -0.880
C 0.614 0.885 -1.340
C 2.488 -1.679 0.272
C -1.977 1.402 0.752
N -1.453 0.182 0.097
O -1.514 -1.948 -0.402
H 1.083 1.118 0.874
H 3.163 0.250 0.619
H -3.159 -1.000 0.441
H 0.029 1.849 -1.367
H 1.117 0.425 -2.155
H 3.515 -2.124 0.304
H 1.669 -2.291 0.067
H -1.904 1.455 1.899
H -1.548 2.371 0.207
H -3.101 1.435 0.710

Values from the calculation:
E_tot ... -11983.1280 eV
Orbital gap ... 8.07 eV
Highest occupied orbital energy ... -0.4876 Ha
Total charge ... +1
Energy relative to the best compared isomer or geometry (same formula, charge and spin) ... 576.5 kJ/mol

Atom charges from the Mulliken analysis, given in e for atoms 1 to 6: atom 1 (C): -0.12, atom 2 (C): -0.60, atom 3 (C): 0.08, atom 4 (C): 1.50, atom 5 (C): -0.90, atom 6 (C): -0.73

---

# 6
Computed, not measured: a cluster of 2 separate species, C8H10NO2 in total at a distorted geometry, with the ωB97M-V functional and the def2-TZVPD basis.

Element x y z (Å)
C 2.194 1.532 2.135
C 0.991 1.016 2.598
C 2.673 1.187 0.875
C 0.233 0.211 1.753
C 1.790 0.432 0.042
C -2.479 -0.954 -1.275
C -1.464 -1.467 -2.354
C -0.643 -1.701 -0.269
N 0.607 0.094 0.491
O -1.846 -1.375 -0.076
O -0.272 -1.738 -1.523
H 2.815 2.003 2.811
H 0.585 1.260 3.598
H 3.824 1.235 0.753
H -0.676 -0.382 2.005
H 2.044 0.061 -0.943
H -2.721 0.151 -1.272
H -3.379 -1.632 -1.289
H -1.800 -2.412 -2.795
H -1.193 -0.737 -3.065
H 0.042 -2.102 0.454

Values from the calculation:
E_tot ... -14034.6916 eV
Orbital gap ... 9.85 eV
Highest occupied orbital energy ... -0.4885 Ha
Total charge ... +1
Energy relative to the best compared isomer or geometry (same formula, charge and spin) ... 222.0 kJ/mol

Atom charges from the Mulliken analysis, given in e for atoms 1 to 6: atom 1 (C): -0.12, atom 2 (C): -0.70, atom 3 (C): -0.69, atom 4 (C): 0.13, atom 5 (C): 0.05, atom 6 (C): -0.27

---

# 7
Computed, not measured: the ion C8H10NO2S with charge +1 at a distorted geometry, with the ωB97M-V functional and the def2-TZVPD basis.

Element x y z (Å)
C -0.831 1.018 2.441
C -0.013 1.585 0.244
C -1.725 2.102 2.364
C -0.883 2.688 0.338
C 0.033 0.804 1.392
C 0.858 -0.342 1.436
C 2.169 -1.818 -0.649
C -0.901 -1.692 -2.866
N -1.698 2.947 1.376
O 1.594 -0.999 2.077
O -0.369 -1.007 -1.591
S 0.499 -1.525 -0.096
H -0.982 0.470 3.337
H 0.692 1.322 -0.650
H -2.431 2.372 3.193
H -0.949 3.430 -0.549
H 2.877 -2.151 0.089
H 2.795 -1.031 -1.028
H 2.258 -2.575 -1.388
H -0.090 -2.246 -3.298
H -1.330 -0.903 -3.508
H -1.574 -2.447 -2.665

Values from the calculation:
E_tot ... -24867.3258 eV
Orbital gap ... 8.67 eV
Highest occupied orbital energy ... -0.5054 Ha
Total charge ... +1
Energy relative to the best compared isomer or geometry (same formula, charge and spin) ... 367.1 kJ/mol

Atom charges from the Mulliken analysis, given in e for atoms 1 to 6: atom 1 (C): -0.58, atom 2 (C): -0.16, atom 3 (C): -0.26, atom 4 (C): -0.38, atom 5 (C): 0.79, atom 6 (C): 0.46

---

# 8
Computed, not measured: an isolated molecule of C8H10NOP at a distorted geometry, with the ωB97M-V functional and the def2-TZVPD basis.

Element x y z (Å)
C 1.286 2.484 -1.544
P 1.028 0.763 -1.558
O 1.219 0.254 -2.988
C 1.321 -0.912 -0.741
C 0.280 -0.842 0.456
C 0.255 -1.501 1.677
C -0.773 -1.284 2.587
C -1.865 -0.513 2.163
C -1.888 0.188 0.898
C -0.807 -0.037 0.076
N -0.563 0.569 -1.128
H 0.826 2.766 -0.619
H 2.338 2.535 -1.398
H 0.524 0.819 -3.465
H 2.335 -1.101 -0.334
H 0.996 -1.725 -1.375
H 1.007 -2.141 1.952
H -0.825 -1.771 3.520
H -2.767 -0.526 2.910
H -2.713 0.801 0.459
H -1.213 1.174 -1.546

Values from the calculation:
E_tot ... -21282.9891 eV
Orbital gap ... 8.76 eV
Highest occupied orbital energy ... -0.2999 Ha
Total charge ... 0
Structure (SMILES) ... C=[P@@]1(O)Cc2ccccc2N1
Energy relative to the best compared isomer or geometry (same formula, charge and spin) ... 71.4 kJ/mol

Atom charges from the Mulliken analysis, given in e for atoms 1 to 6: atom 1 (C): -0.99, atom 2 (P): 0.59, atom 3 (O): -0.52, atom 4 (C): -0.81, atom 5 (C): 0.43, atom 6 (C): -0.57

---

# 9
Computed, not measured: a structure of composition C8H10NP at a distorted geometry, with the ωB97M-V functional and the def2-TZVPD basis.

Element x y z (Å)
C -0.476 -0.335 0.424
C 0.842 -0.361 0.015
C -0.288 1.822 -0.281
C -2.563 -1.526 0.899
C 2.186 -2.458 -1.020
C -1.209 -1.503 0.723
C 1.912 -1.947 0.112
C -0.622 3.253 -0.238
N -1.052 0.893 0.249
P 1.322 1.176 -0.851
H -3.203 -2.331 1.211
H -3.006 -0.563 0.765
H 2.839 -3.407 -1.100
H 1.920 -1.937 -1.897
H -0.700 -2.431 0.789
H 2.245 -2.446 1.077
H 0.013 3.741 0.552
H -1.714 3.455 0.133
H -0.389 3.810 -1.132
H 2.123 1.721 0.267

Values from the calculation:
E_tot ... -19232.4983 eV
Orbital gap ... 8.24 eV
Highest occupied orbital energy ... -0.2996 Ha
Total charge ... 0
Energy relative to the best compared isomer or geometry (same formula, charge and spin) ... 322.1 kJ/mol

Atom charges from the Mulliken analysis, given in e for atoms 1 to 6: atom 1 (C): 0.29, atom 2 (C): 0.18, atom 3 (C): 0.55, atom 4 (C): -0.88, atom 5 (C): -0.50, atom 6 (C): -0.36

---

# 10
Computed, not measured: an isolated molecule of C8H10NP at a distorted geometry, with the ωB97M-V functional and the def2-TZVPD basis.

Element x y z (Å)
C -1.569 -1.757 -0.072
C -0.961 -0.462 -0.091
N -2.086 0.924 -0.223
P -3.596 0.694 0.254
C 0.421 -0.054 -0.118
C 1.485 -0.974 -0.099
C 2.704 -0.535 0.203
C 3.066 0.802 0.254
C 1.983 1.770 0.138
C 0.672 1.352 -0.013
H -1.771 -1.985 1.078
H -0.767 -2.394 -0.478
H -2.495 -1.819 -0.666
H -4.109 -0.222 -0.733
H -4.022 1.979 -0.381
H 1.248 -2.072 0.017
H 3.549 -1.193 0.404
H 4.149 1.130 0.270
H 2.215 2.798 0.283
H -0.116 2.016 -0.029

Values from the calculation:
E_tot ... -19232.1692 eV
Orbital gap (spin up / spin down) ... 7.68 / 6.57 eV
Highest occupied orbital energy (spin up / spin down) ... -0.3026 / -0.2677 Ha
Total charge ... 0
Structure (SMILES) ... C/C(=N\P)c1ccccc1
Energy relative to the best compared isomer or geometry (same formula, charge and spin) ... 353.8 kJ/mol

Atom charges from the Mulliken analysis, given in e for atoms 1 to 6: atom 1 (C): -1.24, atom 2 (C): 0.43, atom 3 (N): -0.27, atom 4 (P): -0.14, atom 5 (C): 0.87, atom 6 (C): -0.51

---

# 11
Computed, not measured: a cluster of 2 separate species, C8H10NP in total at a distorted geometry, with the ωB97M-V functional and the def2-TZVPD basis.

Element x y z (Å)
C 0.229 -1.740 -2.638
C 1.437 -1.649 -1.997
C -0.879 -1.141 -2.138
C 1.516 -0.849 -0.881
C -0.863 -0.358 -1.027
C 0.329 -0.245 -0.377
C 0.400 0.591 0.672
C -1.725 1.221 2.632
N 2.215 1.456 0.815
P -0.524 1.889 1.337
H 0.218 -2.272 -3.497
H 2.269 -2.087 -2.522
H -1.811 -1.556 -2.474
H 2.396 -0.537 -0.337
H -1.851 -0.125 -0.571
H -1.153 0.331 3.217
H -2.797 1.087 2.268
H -1.808 2.046 3.333
H 2.136 1.734 1.842
H 0.266 2.206 2.343

Values from the calculation:
E_tot ... -19230.1954 eV
Orbital gap (spin up / spin down) ... 8.18 / 6.87 eV
Highest occupied orbital energy (spin up / spin down) ... -0.3320 / -0.2693 Ha
Total charge ... 0
Energy relative to the best compared isomer or geometry (same formula, charge and spin) ... 544.3 kJ/mol

Atom charges from the Mulliken analysis, given in e for atoms 1 to 6: atom 1 (C): -0.46, atom 2 (C): -0.55, atom 3 (C): -0.48, atom 4 (C): -0.39, atom 5 (C): -0.49, atom 6 (C): 0.98

---

# 12
Computed, not measured: an isolated molecule of C8H10O at a distorted geometry, with the ωB97M-V functional and the def2-TZVPD basis.

Element x y z (Å)
C -0.416 -2.731 -0.052
C 0.311 -1.664 0.386
C -1.542 -2.509 -0.790
C -0.400 -0.273 -1.451
C -0.121 0.478 -2.463
C 0.005 -0.283 0.027
C -1.289 0.211 0.668
C 1.208 0.604 0.266
O -2.572 -2.866 -1.180
H -0.196 -3.810 0.003
H 1.245 -1.632 0.909
H 0.502 1.324 -2.440
H -0.339 0.062 -3.530
H -2.108 -0.519 0.471
H -1.525 1.297 0.269
H -1.089 0.273 1.675
H 0.947 1.581 -0.275
H 2.015 0.067 -0.243
H 1.372 0.631 1.316

Values from the calculation:
E_tot ... -10499.8306 eV
Orbital gap (spin up / spin down) ... 6.47 / 7.44 eV
Highest occupied orbital energy (spin up / spin down) ... -0.2547 / -0.2810 Ha
Total charge ... 0
Energy relative to the best compared isomer or geometry (same formula, charge and spin) ... 557.0 kJ/mol

Atom charges from the Mulliken analysis, given in e for atoms 1 to 6: atom 1 (C): -0.48, atom 2 (C): -0.59, atom 3 (C): 0.26, atom 4 (C): -0.37, atom 5 (C): -0.88, atom 6 (C): 1.83